Entry 1:
Molecular formula: C22H33ClFN7O3
Method: DFT, wB97M-V/def2-TZVPD

Structure (XYZ):
```
67
Properties=species:S:1:pos:R:3
C -0.785 -0.014 2.455
C -0.455 0.722 1.166
C -1.430 0.499 0.044
F -1.234 1.516 -0.884
C -2.853 0.661 0.549
O -3.224 1.716 1.017
O -3.650 -0.424 0.426
C -4.322 -0.841 1.631
C -3.962 -2.298 1.913
C -5.825 -0.658 1.533
C -6.176 0.771 1.210
O -6.420 1.147 0.088
Cl -6.204 1.899 2.577
H -1.776 0.200 2.840
H -0.081 0.314 3.208
H -0.661 -1.089 2.374
H 0.544 0.458 0.890
H -0.471 1.783 1.376
H -1.289 -0.435 -0.485
H -3.965 -0.235 2.454
H -3.216 -2.376 2.693
H -4.849 -2.830 2.226
H -3.545 -2.764 1.035
H -6.220 -0.875 2.519
H -6.283 -1.347 0.840
C 4.110 0.003 0.688
C 3.128 0.658 1.531
N 2.337 1.169 2.187
H 4.223 0.535 -0.261
H 5.082 -0.032 1.178
H 3.811 -1.021 0.472
C 2.886 -1.192 5.056
C 2.718 -1.714 3.711
N 2.586 -2.106 2.642
H 2.014 -0.614 5.355
H 3.020 -2.000 5.772
H 3.756 -0.540 5.111
C -1.388 3.747 -3.095
C -0.128 4.326 -3.533
N 0.867 4.780 -3.878
H -2.176 4.498 -3.068
H -1.706 2.951 -3.766
H -1.298 3.323 -2.099
C 0.904 -5.737 1.666
C -0.001 -4.731 2.198
N -0.709 -3.933 2.616
H 1.628 -6.043 2.419
H 0.356 -6.620 1.343
H 1.453 -5.347 0.810
C -5.560 0.383 -2.903
C -5.853 -0.980 -3.314
N -6.083 -2.056 -3.639
H -4.574 0.448 -2.444
H -5.580 1.063 -3.754
H -6.283 0.737 -2.174
C 5.958 3.803 -1.587
C 5.449 2.466 -1.839
N 5.035 1.414 -2.037
H 7.028 3.779 -1.386
H 5.789 4.449 -2.447
H 5.461 4.249 -0.727
C 6.271 0.054 -5.169
C 7.516 0.085 -5.919
N 8.500 0.109 -6.508
H 5.428 0.340 -5.797
H 6.072 -0.943 -4.780
H 6.303 0.739 -4.324
```

SMILES string: CC[C@H](F)C(=O)O[C@H](C)CC(=O)Cl.CC#N.CC#N.CC#N.CC#N.CC#N.CC#N.CC#N
E_LUMO: 0.0130 Ha
HOMO-LUMO gap: 11.047 eV

---

Entry 2:
Molecular formula: C22H33ClHfIN4O3Te
Method: DFT, wB97M-V/def2-TZVPD

Structure (XYZ):
```
66
Properties=species:S:1:pos:R:3
Hf -0.407 -0.465 -0.770
N 0.548 1.454 0.421
C 0.674 1.457 1.886
C 1.512 0.281 2.302
N 1.129 -0.952 1.589
C 2.321 -1.669 1.112
C 2.951 -0.929 -0.034
N 1.966 -0.845 -1.130
C 0.327 -1.813 2.478
C -1.046 -1.247 2.710
N -1.686 -1.117 1.396
H 1.451 1.632 -0.012
H -0.029 2.227 0.111
H -0.332 1.405 2.293
H 1.124 2.381 2.245
H 1.442 0.130 3.383
H 2.559 0.505 2.099
H 1.998 -2.647 0.758
H 3.049 -1.836 1.916
H 3.863 -1.440 -0.341
H 3.240 0.085 0.240
H 1.844 -1.766 -1.549
H 2.306 -0.249 -1.877
H 0.843 -1.977 3.431
H 0.212 -2.773 1.992
H -1.014 -0.276 3.200
H -1.597 -1.911 3.378
H -2.524 -0.547 1.435
H -1.990 -2.035 1.082
Te -0.784 -3.263 -1.196
C 0.247 -4.933 -0.420
C 1.004 -5.085 0.741
C 1.582 -6.316 1.044
C 1.407 -7.402 0.199
C 0.652 -7.255 -0.956
C 0.076 -6.030 -1.269
H 1.162 -4.279 1.431
H 2.167 -6.421 1.951
H 1.855 -8.359 0.439
H 0.507 -8.096 -1.624
H -0.506 -5.934 -2.178
I -2.068 -0.854 -3.536
C -0.004 -0.541 -2.990
H 0.289 0.378 -3.498
H 0.486 -1.398 -3.438
C -5.524 0.737 -4.370
C -5.800 0.491 -2.907
C -6.786 -0.395 -2.495
C -7.047 -0.595 -1.148
Cl -8.286 -1.724 -0.673
C -6.337 0.091 -0.186
C -5.336 0.977 -0.579
C -5.076 1.160 -1.923
O -4.123 2.027 -2.413
C -3.156 2.568 -1.556
C -2.053 1.581 -1.248
O -0.890 1.722 -1.687
O -2.273 0.545 -0.499
H -6.222 0.173 -4.988
H -4.507 0.453 -4.648
H -5.624 1.795 -4.617
H -7.366 -0.934 -3.237
H -6.559 -0.061 0.862
H -4.774 1.504 0.178
H -3.582 2.938 -0.621
H -2.701 3.394 -2.092
```

total charge: +1
relative energy (zero: lowest compared OMol25 entry of this formula, charge and spin): 1.7197 eV
E_LUMO: -0.0971 Ha
HOMO-LUMO gap: 7.403 eV

---

Entry 3:
Molecular formula: C22H33F3N4O
Method: DFT, wB97M-V/def2-TZVPD

Structure (XYZ):
```
63
Properties=species:S:1:pos:R:3
C 8.966 0.030 0.895
C 7.451 0.223 0.847
N 6.829 -0.814 0.042
C 6.567 -2.064 0.727
C 5.303 -2.123 1.591
C 5.791 -0.381 -0.860
C 4.617 0.383 -0.229
O 4.626 0.761 0.926
N 3.575 0.669 -1.053
C 3.383 0.228 -2.414
C 2.269 -0.822 -2.474
C 0.981 -0.248 -1.888
C 1.246 0.254 -0.458
N 0.099 0.784 0.255
C -0.668 1.812 -0.419
C -1.590 2.495 0.601
N -2.489 1.523 1.184
C -3.720 1.276 0.619
C -4.518 2.337 0.159
C -5.780 2.124 -0.350
C -6.317 0.848 -0.424
C -5.546 -0.205 0.038
C -6.050 -1.617 -0.018
F -7.297 -1.728 -0.491
F -6.050 -2.210 1.193
F -5.279 -2.401 -0.802
C -4.272 -0.009 0.548
C -1.721 0.468 1.809
C -0.794 -0.220 0.801
C 2.387 1.284 -0.495
H 9.369 -0.001 -0.114
H 9.428 0.853 1.435
H 9.227 -0.899 1.395
H 7.048 0.250 1.867
H 7.233 1.189 0.388
H 7.437 -2.271 1.353
H 6.516 -2.851 -0.036
H 4.408 -2.096 0.973
H 5.266 -1.277 2.271
H 5.296 -3.044 2.169
H 5.417 -1.272 -1.371
H 6.248 0.282 -1.607
H 4.307 -0.166 -2.830
H 3.087 1.099 -3.013
H 2.111 -1.128 -3.509
H 2.573 -1.701 -1.901
H 0.202 -1.012 -1.880
H 0.640 0.582 -2.511
H 1.609 -0.591 0.140
H 0.010 2.554 -0.840
H -1.295 1.400 -1.231
H -2.142 3.295 0.112
H -0.980 2.922 1.402
H -4.153 3.349 0.226
H -6.364 2.967 -0.690
H -7.304 0.678 -0.822
H -3.720 -0.876 0.873
H -2.381 -0.247 2.296
H -1.098 0.938 2.576
H -0.203 -0.983 1.311
H -1.400 -0.709 0.018
H 2.619 1.620 0.516
H 2.116 2.146 -1.112
```

SMILES string: CCN(CC)CC(=O)N1CCC[C@H](N2CCN(c3cccc(C(F)(F)F)c3)CC2)C1
relative energy (zero: lowest compared OMol25 entry of this formula, charge and spin): 0.0477 eV
E_LUMO: 0.0241 Ha
HOMO-LUMO gap: 8.572 eV

---

Entry 4:
Molecular formula: C22H33N2O3P
Method: DFT, wB97M-V/def2-TZVPD

Structure (XYZ):
```
61
Properties=species:S:1:pos:R:3
C 1.823 -2.231 2.117
C 2.420 -0.920 1.614
C 3.941 -0.951 1.738
C 1.861 0.291 2.366
C 0.369 0.518 2.143
O 0.110 0.838 0.782
P -1.094 0.081 0.005
O -1.399 -1.240 0.578
C -2.505 1.225 0.062
C -3.133 1.359 1.293
C -4.210 2.201 1.456
C -4.710 2.946 0.375
N -5.765 3.808 0.526
C -6.403 4.376 -0.637
C -6.444 3.908 1.794
C -4.073 2.788 -0.866
C -2.990 1.948 -1.016
C -0.480 -0.001 -1.750
O -1.540 -0.570 -2.481
C 0.802 -0.773 -1.775
C 2.014 -0.131 -1.991
C 3.208 -0.821 -1.961
C 3.242 -2.199 -1.704
N 4.435 -2.881 -1.602
C 5.659 -2.236 -2.011
C 4.426 -4.323 -1.542
C 2.012 -2.843 -1.512
C 0.824 -2.142 -1.540
H 0.763 -2.286 1.889
H 2.311 -3.070 1.626
H 1.961 -2.332 3.192
H 2.161 -0.806 0.560
H 4.238 -1.071 2.778
H 4.377 -0.028 1.360
H 4.348 -1.780 1.164
H 2.025 0.170 3.440
H 2.392 1.187 2.037
H -0.201 -0.374 2.419
H 0.028 1.360 2.758
H -2.770 0.776 2.130
H -4.671 2.267 2.428
H -6.725 3.602 -1.341
H -5.724 5.059 -1.156
H -7.278 4.943 -0.330
H -7.194 4.695 1.741
H -6.945 2.972 2.071
H -5.738 4.173 2.584
H -4.423 3.328 -1.730
H -2.534 1.842 -1.988
H -0.324 1.004 -2.148
H -1.767 -1.406 -2.054
H 2.025 0.933 -2.181
H 4.119 -0.272 -2.135
H 6.492 -2.923 -1.873
H 5.637 -1.927 -3.063
H 5.847 -1.356 -1.392
H 3.964 -4.775 -2.428
H 3.886 -4.662 -0.656
H 5.449 -4.686 -1.466
H 1.970 -3.903 -1.328
H -0.098 -2.678 -1.368
```

SMILES string: CC(C)CCO[P@@](=O)(c1ccc(N(C)C)cc1)[C@H](O)c1ccc(N(C)C)cc1
E_LUMO: 0.0286 Ha
HOMO-LUMO gap: 8.337 eV

---

Q: Which E_HOMO values were calculated for the entries above? A: -10.7; -10.0; -7.9; -7.6, in eV.